C33H57NP2Ti | the ωB97M-V functional and the def2-TZVPD basis

XYZ file:
```
94
Properties=species:S:1:pos:R:3:forces:R:3
Ti 2.325155 -1.538564 -1.190157 -0.3998 3.3978 3.4445
C 2.572509 -0.292368 1.068475 1.3079 -0.0830 -1.2357
C 3.382232 0.074898 -0.068197 -1.5441 0.2496 2.0893
C 1.522652 1.442611 -0.027084 1.3036 0.8345 -1.3184
C 1.495814 0.653405 1.147179 -1.7458 -0.0418 0.5803
C 2.638396 1.076034 -0.813218 -0.8134 0.2743 1.2190
C 2.949621 -1.233318 2.143303 0.1243 -0.5266 0.7608
H 3.479374 -2.105941 1.738160 -0.1043 0.2306 0.2073
H 2.029476 -1.597523 2.628040 0.3475 -0.0813 -0.0337
H 3.585804 -0.782474 2.931487 -0.2663 -0.1226 -0.3883
C 0.614802 0.870642 2.277121 4.1250 -0.9975 0.0271
H 0.510232 0.006446 2.939775 -0.2050 0.1138 -0.1654
H -0.705096 1.208222 1.945713 -2.0678 0.6065 -0.3471
H 0.918579 1.755533 2.861970 -1.4203 0.2477 -0.6159
C 0.608992 2.591350 -0.289496 -0.2831 0.1453 -0.1555
H 1.092999 3.539933 -0.015228 -0.0359 -0.1494 -0.0399
H -0.295536 2.513202 0.322008 0.0671 0.0857 -0.2480
H 0.308265 2.675440 -1.343551 0.0754 -0.1020 0.2853
C 3.098868 1.770931 -2.040879 0.0047 0.2658 -0.5889
H 4.187212 1.924580 -2.046472 -0.2860 -0.0358 0.0386
H 2.613713 2.752730 -2.130057 0.1972 -0.2563 -0.0121
H 2.843545 1.203037 -2.946946 0.1565 0.2222 0.0686
C 4.802189 -0.319429 -0.264691 0.6493 -0.0698 -0.1293
H 5.425899 0.269791 0.433435 -0.0940 -0.3206 -0.2832
H 5.156077 -0.134171 -1.292243 -0.1491 -0.0055 0.4749
H 4.973505 -1.385979 -0.043882 0.0210 0.2461 0.0061
C 0.967034 -2.911293 -1.111742 -1.4896 -1.9978 0.2132
C 2.207009 -3.387586 -0.525005 -0.9529 -1.4466 2.1121
C 3.292814 -4.108557 -1.265598 -0.4962 -0.9991 0.1204
C 3.976192 -3.371337 -2.420828 0.2262 -0.0412 -0.7409
C 3.495752 -1.977446 -2.718026 0.6919 0.3952 -2.5950
C 2.152107 -1.647495 -3.124107 0.7092 -0.2234 -3.4763
C 1.183191 -2.703553 -3.633509 -0.2808 0.2898 0.0682
C 0.462330 -3.427234 -2.458886 -0.2578 0.5352 0.1265
H 2.855515 -5.034754 -1.650157 0.2235 -0.1880 -0.0396
H 3.869104 -3.962887 -3.337768 0.1739 -0.0851 0.0841
H 4.055237 -4.387994 -0.530280 -0.2149 -0.0452 -0.1444
H 0.631143 -4.504041 -2.549710 -0.1084 0.0557 0.1544
H 0.222693 -2.493018 -0.412970 0.1180 -0.6172 0.0443
H 2.111105 -3.783867 0.495340 0.1946 0.6645 -0.1151
H -0.619741 -3.233235 -2.541802 0.3959 -0.1800 0.1311
H 0.427361 -2.216091 -4.271327 0.3833 -0.1666 0.1723
H 1.946123 -0.603700 -3.412943 0.3632 -0.4396 -0.2989
H 1.727709 -3.436734 -4.247628 -0.1050 0.2721 0.1163
H 5.041632 -3.310141 -2.180386 -0.1255 0.0404 -0.2809
H 4.282523 -1.374764 -3.153476 0.0589 0.5642 0.4581
P -1.266734 -2.521679 2.209462 0.1390 0.1308 -0.0149
C -1.835313 -2.035833 3.889199 0.0011 0.0427 -0.0192
H -2.596027 -2.741727 4.251039 0.2363 0.2232 0.1073
H -2.261550 -1.024916 3.836653 0.0083 -0.2576 0.1282
H -0.973302 -2.020831 4.570000 -0.2754 0.0108 -0.0673
C -2.833804 -3.244746 1.577138 0.1070 0.0455 -0.2114
H -3.196537 -4.012308 2.274605 -0.0524 0.1856 -0.2372
H -2.643848 -3.691945 0.592106 -0.1522 0.0344 0.2251
H -3.581169 -2.448321 1.458711 0.1038 -0.2693 0.0605
C -0.345597 -4.062390 2.599231 -0.0328 -0.0510 -0.0588
H 0.177072 -4.402490 1.694057 -0.1518 -0.0291 0.2749
H -1.042287 -4.839998 2.942083 0.3348 0.0742 0.0200
H 0.399546 -3.846107 3.377565 -0.1663 -0.1586 -0.2023
P -1.864396 0.406406 -3.107157 1.0001 -0.2868 0.2450
C -1.207268 1.534595 -4.400459 0.5621 -0.0707 -0.1277
H -1.851315 1.797101 -5.244066 -0.2021 0.0475 0.2829
H -0.320371 1.035606 -4.825306 -0.2777 0.1292 0.0695
H -0.824221 2.442160 -3.914067 -0.2113 -0.1106 -0.1399
C -2.869759 -0.800240 -4.036542 -0.0812 -0.3825 -0.0795
H -2.170060 -1.401594 -4.642422 -0.1676 0.2403 0.2256
H -3.647841 -0.441217 -4.711183 -0.0543 0.1943 0.1405
H -3.299547 -1.489724 -3.296964 -0.0503 0.1421 -0.2421
C -2.935691 1.449426 -2.044871 0.1457 0.2002 0.2183
H -3.318247 2.366477 -2.504449 -0.2206 -0.3003 -0.0536
H -2.296005 1.754706 -1.198381 -0.2568 -0.0458 -0.2995
H -3.731253 0.836311 -1.608329 -0.0381 0.2144 -0.1826
C -0.769637 6.009307 2.771197 0.2563 -0.2066 0.0724
N -1.596488 4.921399 2.340110 -0.7533 0.5425 -0.0649
C -2.242376 5.031840 1.068397 -0.0230 -0.1129 -0.3921
C -1.479862 3.695816 3.066021 0.3083 -0.0410 0.5726
C -2.401086 2.586061 2.583772 0.1975 1.2561 0.8721
C -3.791968 2.760227 2.774039 0.6551 -0.2312 -0.3202
C -4.675039 1.836679 2.245015 -0.4757 -0.1910 0.0455
C -4.192138 0.732768 1.539513 1.0036 0.1123 -0.1298
C -2.797294 0.557490 1.386150 -0.5017 -0.5136 -0.0579
C -1.913617 1.462688 1.957567 -0.2402 -0.5102 -0.1843
H 0.280642 5.892034 2.444031 -0.0347 0.1423 0.0895
H -1.160639 6.945718 2.353163 0.1873 -0.1715 0.3031
H -0.771611 6.051649 3.869887 0.0223 0.1963 -0.1955
H -1.776349 4.402821 0.287268 -0.1201 0.1785 -0.0341
H -3.305978 4.756232 1.130808 0.2190 0.1212 -0.1871
H -2.165051 6.084695 0.757174 -0.1653 -0.4642 -0.0576
H -0.427170 3.356563 3.056611 -0.1521 -0.1721 0.0194
H -1.709620 3.945064 4.119856 0.0984 -0.3936 -0.1331
H -4.143239 3.634744 3.328847 0.1539 -0.2618 -0.2618
H -5.757405 1.971526 2.379557 0.5542 -0.0988 -0.0521
H -4.873158 0.000427 1.106542 0.1680 0.2136 0.0810
H -2.417503 -0.295761 0.823061 -0.0767 0.1376 0.2029
```
Positions in Å, forces in eV/Å.

Properties
Lowest unoccupied orbital energy (spin up / spin down) ... -4.81 / -4.65 eV
Total energy ... -2878.01895 Eh
Total charge ... +1
Spin multiplicity ... 2

Atomic partial charges in e from the Mulliken method, atoms 1 to 5: atom 1 (Ti): -0.94, atom 2 (C): 0.61, atom 3 (C): 0.57, atom 4 (C): 0.93, atom 5 (C): 0.20